Record 1
The following is a quantum chemistry calculation of C9H11N3 in the gas phase in a non-equilibrium geometry, from the OMol25 dataset.

ORCA input file:
```
! wB97M-V def2-TZVPD RIJCOSX def2/J DEFGRID3
* xyz 0 1
N -0.587 1.235 -0.706
H 1.409 0.541 -1.535
C -1.181 2.392 -0.463
H 1.793 -0.724 2.114
H -3.030 2.943 0.724
H 0.372 -2.800 -0.476
H 2.396 0.690 1.446
C 1.740 -1.055 0.015
H 0.654 0.307 1.300
H 2.358 -0.951 -2.008
N -2.503 -3.095 -0.301
C 1.678 -0.079 1.281
H 2.602 -1.717 0.225
C 2.166 -0.254 -1.235
N -1.469 0.309 -0.165
H -3.112 0.392 1.230
C 0.524 -1.771 -0.179
C -2.420 2.260 0.322
C -2.563 0.897 0.491
C -1.139 -1.018 -0.241
H 2.963 0.293 -0.994
H -0.693 3.289 -0.598
C -1.959 -2.083 -0.247
*
```

Properties
structure (SMILES) = CC(C)/C=C(/C#N)n1cccn1
E_LUMO (alpha / beta) = -0.1980 / -0.9670 eV
E_tot = -513.6067 a.u.
frontier orbital gap (alpha / beta) = 7.959 / 7.466 eV
relative energy (zero: lowest compared OMol25 entry of this formula, charge and spin) = 146.4 kcal/mol

natural (NBO) atomic charge list, values in e, 4 entries: -0.24, 0.24, -0.01, 0.20

Record 2
The following is a quantum chemistry calculation of 2 unconnected molecules or ions with the total composition C4H7NO2 in a non-equilibrium geometry, from the OMol25 dataset.

ORCA input file:
```
! wB97M-V def2-TZVPD RIJCOSX def2/J DEFGRID3
* xyz 0 1
N 0.654 -0.736 0.979
H 2.748 1.015 -0.726
C -0.114 -0.576 -0.246
C -1.537 0.817 0.388
O 1.827 0.071 0.793
H 0.135 -0.454 1.787
C 1.816 0.571 -0.460
H -0.978 -2.163 0.163
C 0.751 0.207 -1.195
H -1.100 1.675 0.235
O -0.604 -1.788 -0.653
H 0.663 0.185 -2.261
H -2.421 0.672 -0.194
H -1.840 0.503 1.389
*
```

Properties
E_LUMO = 0.8704 eV
E_tot = -361.6805 a.u.
frontier orbital gap = 8.762 eV
relative energy (zero: lowest compared OMol25 entry of this formula, charge and spin) = 125.7 kcal/mol

natural (NBO) atomic charge list, values in e, 4 entries: -0.36, 0.21, 0.43, -0.67

Record 3
The following is a quantum chemistry calculation of a molecular structure, C49H69ClGeN5P3Sc in a non-equilibrium geometry, from the OMol25 dataset.

ORCA input file:
```
! wB97M-V def2-TZVPD RIJCOSX def2/J DEFGRID3
* xyz 2 2
C -2.239 -3.884 0.108
C -1.301 4.057 2.447
H -3.366 -5.527 0.869
H -3.296 2.651 1.489
C -0.971 3.011 -0.254
H -1.152 -5.692 -0.374
H -1.775 4.646 1.681
H -3.556 1.727 -4.255
H -0.704 -4.989 1.174
H 2.449 3.678 3.626
P -2.512 1.988 -0.664
C -3.259 -4.461 1.083
C -4.030 4.245 0.246
P -1.814 -2.087 0.320
H 1.643 1.218 -1.165
C -4.401 -1.451 -0.408
H 1.664 -2.818 5.986
H 0.147 -2.889 4.067
C -1.194 -1.457 -4.491
H -1.582 -2.315 2.712
H 5.513 -0.713 -1.027
H -2.426 0.774 -3.253
H -4.117 3.029 -2.115
H 0.417 2.014 5.280
N 1.219 1.349 2.767
H 2.339 4.116 -4.251
Cl 0.386 3.222 -6.148
C -1.598 -2.167 -3.362
H 0.783 -1.231 -5.477
C 4.238 3.568 2.444
H 2.794 -1.789 1.393
H 4.902 1.136 0.164
C 0.220 2.279 3.180
C 2.470 -3.712 -0.820
H -5.809 2.471 1.076
H -2.609 -2.249 -2.989
H 2.883 3.205 -1.983
H 4.135 -1.014 0.578
H 1.567 -3.984 -1.375
C 0.166 1.546 -4.079
H -0.100 -4.282 -0.313
Ge 0.510 0.221 0.811
H 5.917 3.154 1.175
H -4.593 4.648 1.091
C 2.264 -4.118 0.641
C -5.055 1.971 0.463
H 1.971 -5.169 0.693
C 3.609 -4.527 -1.431
C 3.051 -1.112 0.580
C 2.397 -0.848 5.570
H 2.878 -0.163 -3.595
H -2.189 5.199 3.997
C -0.878 -2.099 1.910
H 4.548 -4.409 -0.895
H 6.008 -1.773 -2.340
H -3.249 -0.866 2.854
C 0.736 -1.999 4.238
H -1.196 4.067 -0.123
H -4.875 -0.801 2.186
C -2.257 3.704 -2.922
H -5.450 1.911 -0.555
H -3.064 -0.145 0.582
C 0.641 -0.904 3.376
C 5.256 -1.630 -1.562
C -0.465 2.944 2.112
C 1.603 -1.961 5.328
H 4.668 4.465 2.867
H -3.137 4.857 0.121
C 1.415 0.220 3.667
C 3.878 -1.520 -2.212
C 2.113 2.757 -2.596
H 5.340 -2.459 -0.863
H 1.488 -3.532 1.130
Sc -0.105 -0.872 -1.692
C 1.419 1.652 -2.138
C 4.370 1.684 0.934
H 4.646 -0.149 -3.651
H -1.231 3.370 -3.062
C 2.992 3.129 2.865
N -0.306 2.426 0.896
H -4.647 4.387 -0.641
H -4.145 0.762 -2.898
C 2.296 0.247 4.729
C 0.186 -1.658 -4.683
H -0.309 2.936 -1.108
C 3.111 1.257 1.340
N 2.410 0.179 0.774
C -3.322 1.396 -3.242
H 3.813 0.644 -2.319
H -1.846 -0.881 -5.135
C 4.936 2.829 1.494
H -2.237 4.601 -2.304
H -5.207 -0.718 -0.360
H 1.673 -2.804 -3.522
H -0.196 -2.950 1.848
H -2.645 3.994 -3.901
H -4.935 0.964 0.848
C -1.542 4.365 3.759
N 0.464 1.058 -2.865
H -3.942 -1.370 -1.398
H -0.460 -3.582 -2.066
H 3.777 -4.318 -2.485
C 3.780 -0.216 -2.989
C 2.457 1.973 2.327
C -3.374 -1.182 0.703
P 2.490 -1.851 -1.011
H 3.086 -0.830 6.403
C -0.961 3.599 4.789
H 3.754 -2.328 -2.934
H -1.176 3.839 5.821
C -3.918 -1.326 2.126
C 0.824 2.635 -4.601
C -0.070 2.565 4.488
C -0.969 -4.749 0.143
H -0.615 1.051 -4.629
H -4.852 -2.437 -0.321
H -2.922 -4.372 2.117
H -4.103 -2.353 2.423
C 1.817 3.255 -3.851
C -3.133 2.606 -2.309
H -2.652 -3.930 -0.905
C -3.746 2.765 0.499
C 0.661 -2.459 -3.651
H -4.240 -4.011 0.996
N -0.140 -0.866 2.216
H 3.327 -5.580 -1.358
C -0.445 -2.793 -2.802
H 3.188 -4.006 1.210
H 2.913 1.124 4.895
*
```

Properties
E_LUMO (alpha / beta) = -5.1143 / -6.7452 eV
E_tot = -6503.8170 a.u.
⟨S²⟩ = 0.791
frontier orbital gap (alpha / beta) = 7.110 / 5.533 eV
relative energy (zero: lowest compared OMol25 entry of this formula, charge and spin) = 33.2 kcal/mol

Löwdin atomic charge list, values in e, 4 entries: -0.52, 0.01, 0.10, 0.09

Record 4
The following is a quantum chemistry calculation of C5H8N2 in the gas phase, from the OMol25 dataset.

ORCA input file:
```
! wB97M-V def2-TZVPD RIJCOSX def2/J DEFGRID3
* xyz 0 1
C 1.829 0.037 -0.250
C 1.126 1.066 0.273
H 2.903 0.014 -0.410
H -1.434 -2.540 -0.124
H -0.815 0.720 1.307
N -1.146 1.271 -0.668
H 1.471 2.035 0.606
H -0.584 1.882 -1.247
H -1.899 -1.281 1.161
C 0.990 -1.112 -0.459
N -0.221 -0.840 0.059
C -0.313 0.652 0.336
H 1.285 -2.138 -0.637
C -1.283 -1.572 0.325
H -1.909 1.805 -0.272
*
```

Properties
E_LUMO (alpha / beta) = 0.7495 / 0.6331 eV
E_tot = -304.7302 a.u.
frontier orbital gap (alpha / beta) = 7.169 / 7.092 eV
relative energy (zero: lowest compared OMol25 entry of this formula, charge and spin) = 66.1 kcal/mol

natural (NBO) atomic charge list, values in e, 4 entries: -0.19, -0.35, 0.22, 0.19

Record 5
The following is a quantum chemistry calculation of C3H8O3 in the gas phase in a non-equilibrium geometry, from the OMol25 dataset.

ORCA input file:
```
! wB97M-V def2-TZVPD RIJCOSX def2/J DEFGRID3
* xyz 0 1
H 0.830 -1.330 -1.204
H 0.238 -2.280 0.647
C -1.169 0.676 0.176
O 0.694 -1.443 0.832
H -0.957 0.545 1.242
H 2.657 0.030 -0.289
H 1.528 1.098 -1.156
H -3.081 -0.023 0.595
C 1.639 0.436 -0.294
H -0.844 1.631 -0.247
C 0.636 -0.693 -0.338
O -2.766 0.712 0.046
H 1.538 1.027 0.621
O -0.942 -0.388 -0.630
*
```

Properties
structure (SMILES) = C[C@@H](O)OCO
E_LUMO = 0.6999 eV
E_tot = -344.7619 a.u.
frontier orbital gap = 10.814 eV
relative energy (zero: lowest compared OMol25 entry of this formula, charge and spin) = 54.2 kcal/mol

natural (NBO) atomic charge list, values in e, 4 entries: 0.16, 0.48, 0.22, -0.71

Record 6
The following is a quantum chemistry calculation of a gas-phase ion, C3H2ClN2O4P (charge -2) in a non-equilibrium geometry, from the OMol25 dataset.

ORCA input file:
```
! wB97M-V def2-TZVPD RIJCOSX def2/J DEFGRID3
* xyz -2 1
P 3.094 0.676 0.539
C 1.134 1.100 -1.181
N 0.026 0.564 -0.497
O 1.945 0.912 1.501
O 1.005 2.114 -1.815
Cl 2.124 -2.563 -0.686
O 3.876 1.867 0.044
C 0.185 -0.809 -0.195
C 1.376 -1.185 -0.617
H -0.609 -1.552 -0.086
H -0.575 1.183 0.081
N 2.111 0.115 -1.194
O 3.982 -0.548 0.652
*
```

Properties
structure (SMILES) = O=c1[nH]cc(Cl)n1P(=O)([O-])[O-]
E_LUMO = 5.6553 eV
E_tot = -1327.5978 a.u.
frontier orbital gap = 5.561 eV

natural (NBO) atomic charge list, values in e, 4 entries: 2.44, 0.77, -0.65, -1.22

Record 7
The following is a quantum chemistry calculation of a molecular structure, C4H5NO, from the OMol25 dataset.

ORCA input file:
```
! wB97M-V def2-TZVPD RIJCOSX def2/J DEFGRID3
* xyz 0 1
H -1.858 0.509 1.883
N -1.732 -0.071 1.055
C 0.060 -0.438 -0.618
H -1.521 -1.669 -1.652
C -0.601 0.124 0.544
C 1.176 -0.280 -1.154
H -1.588 -2.024 -0.999
C 1.525 0.751 -0.066
O 0.414 0.950 0.926
H 2.386 0.414 0.512
H 1.708 1.729 -0.512
*
```

Properties
E_LUMO = -0.6372 eV
E_tot = -285.1874 a.u.
frontier orbital gap = 9.611 eV
relative energy (zero: lowest compared OMol25 entry of this formula, charge and spin) = 142.6 kcal/mol

natural (NBO) atomic charge list, values in e, 4 entries: 0.36, -0.67, 0.08, 0.01

Record 8
The following is a quantum chemistry calculation of 2 unconnected molecules or ions with the total composition C11H15N in a non-equilibrium geometry, from the OMol25 dataset.

ORCA input file:
```
! wB97M-V def2-TZVPD RIJCOSX def2/J DEFGRID3
* xyz -1 2
H -0.412 2.498 1.568
C -1.607 -2.484 -1.176
C -0.228 -1.006 -2.178
C 1.160 0.940 -2.617
H 2.071 2.114 3.119
C -1.288 -1.921 1.293
C -0.965 -1.790 -0.165
C 0.010 2.131 2.514
H 1.856 1.849 1.401
H 0.739 0.448 0.720
H 0.078 -0.140 -4.158
C -0.072 -0.831 -0.752
N -1.108 -2.055 -2.396
C 0.287 -0.100 -3.085
H -0.669 -2.709 1.728
H -1.419 -2.412 -3.272
H -2.350 -2.116 1.447
C 0.698 0.272 -0.327
H 1.875 1.995 -0.919
H 1.504 0.579 2.644
H 1.503 1.676 -3.335
C 1.429 1.644 2.373
H -1.063 -0.973 1.801
H -0.147 2.987 3.159
H -2.500 -3.059 -0.957
H -0.674 1.333 2.822
C 1.289 1.133 -1.252
*
```

Properties
E_LUMO (alpha / beta) = 3.6502 / 3.5619 eV
E_tot = -482.8458 a.u.
⟨S²⟩ = 0.772
frontier orbital gap (alpha / beta) = 2.854 / 6.274 eV
relative energy (zero: lowest compared OMol25 entry of this formula, charge and spin) = 15.2 kcal/mol

natural (NBO) atomic charge list, values in e, 4 entries: 0.22, -0.20, 0.16, -0.34

Record 9
The following is a quantum chemistry calculation of 2 unconnected molecules or ions with the total composition C5H9FSi in a non-equilibrium geometry, from the OMol25 dataset.

ORCA input file:
```
! wB97M-V def2-TZVPD RIJCOSX def2/J DEFGRID3
* xyz 0 1
F 2.842 -1.529 0.533
H 3.206 0.864 -1.858
C 2.300 0.246 -1.775
H 2.764 1.807 1.244
H -4.614 0.246 0.077
H -4.715 -1.432 -0.565
Si 2.017 -0.229 0.014
C -1.596 -0.638 0.099
C -2.816 -0.623 0.226
H 2.368 -0.701 -2.460
H 2.386 0.491 2.295
H 1.337 0.563 -2.219
H 1.238 1.620 1.615
H -4.561 -0.986 1.136
C -4.288 -0.690 0.207
C 2.133 0.993 1.430
*
```

Properties
E_LUMO (alpha / beta) = -1.4441 / -1.7863 eV
E_tot = -585.0929 a.u.
frontier orbital gap (alpha / beta) = 6.450 / 5.968 eV
relative energy (zero: lowest compared OMol25 entry of this formula, charge and spin) = 114.4 kcal/mol

natural (NBO) atomic charge list, values in e, 4 entries: -0.65, 0.27, -1.23, 0.26

Record 10
The following is a quantum chemistry calculation of a gas-phase ion, C3H7NO3 (charge +1) in a non-equilibrium geometry, from the OMol25 dataset.

ORCA input file:
```
! wB97M-V def2-TZVPD RIJCOSX def2/J DEFGRID3
* xyz 1 2
C 0.607 -1.598 1.195
N 0.776 0.722 0.096
H -1.869 0.527 -1.238
O -1.446 0.627 -0.359
H 1.174 -0.996 -0.901
O -0.117 2.136 -1.449
C 1.217 -0.664 0.141
H -1.309 -1.474 0.735
H 1.041 1.427 0.795
H 2.283 -0.503 0.376
C -0.296 1.274 -0.664
H 0.411 -0.937 2.043
O -0.616 -2.139 0.822
H 1.351 -2.379 1.380
*
```

Properties
E_LUMO (alpha / beta) = -3.7902 / -9.0339 eV
E_tot = -398.6303 a.u.
⟨S²⟩ = 0.757
frontier orbital gap (alpha / beta) = 12.044 / 6.512 eV
relative energy (zero: lowest compared OMol25 entry of this formula, charge and spin) = 25.0 kcal/mol

natural (NBO) atomic charge list, values in e, 4 entries: -0.05, -0.26, 0.53, -0.67

Record 11
The following is a quantum chemistry calculation of a molecular structure, C18H15N5OS2W in a non-equilibrium geometry, from the OMol25 dataset.

ORCA input file:
```
! wB97M-V def2-TZVPD RIJCOSX def2/J DEFGRID3
* xyz 2 1
H -0.603 4.726 -1.387
H -5.337 5.401 -1.485
H 0.189 -2.622 3.233
C 0.242 -1.202 -0.308
H 3.990 3.943 0.798
H -0.034 -0.188 2.829
O -2.061 1.716 0.119
C 0.376 -2.551 -0.164
N 0.078 -0.369 0.763
H 3.369 -4.593 1.643
C -4.361 2.465 -0.068
C -5.188 3.483 -0.534
N -0.225 3.581 0.268
H 0.525 -5.999 -1.261
C 0.201 -2.234 2.223
S 2.069 2.047 0.113
H -2.887 5.685 -1.719
C 0.361 -3.103 1.130
N 0.837 4.409 0.490
C -1.026 3.967 -0.734
C 2.617 -6.065 -1.784
H -6.260 3.370 -0.445
N 3.880 -5.835 -1.442
W -0.247 1.589 0.126
N 3.095 4.399 0.853
C 1.538 -5.773 -0.955
C 3.125 -4.991 0.668
H -4.760 1.564 0.376
C -3.011 2.639 -0.227
C -4.667 4.631 -1.130
C -3.299 4.791 -1.269
C 1.974 3.777 0.530
C 0.073 -0.889 2.013
H 0.501 -3.179 -1.035
H 0.274 -0.734 -1.291
C 1.814 -5.213 0.280
C 4.125 -5.321 -0.240
H 2.452 -6.507 -2.759
H 5.166 -5.168 0.016
S 0.496 -4.813 1.422
H 3.058 5.371 1.125
C -2.460 3.794 -0.780
*
```

Properties
E_LUMO (alpha / beta) = -8.5926 / -8.5486 eV
E_tot = -1906.7848 a.u.
frontier orbital gap (alpha / beta) = 5.767 / 5.811 eV

natural (NBO) atomic charge list, values in e, 4 entries: 0.26, 0.26, 0.27, 0.04

Record 12
The following is a quantum chemistry calculation of 2 unconnected molecules or ions with the total composition C9H22NO4S in a non-equilibrium geometry, from the OMol25 dataset.

ORCA input file:
```
! wB97M-V def2-TZVPD RIJCOSX def2/J DEFGRID3
* xyz -1 1
H -1.518 4.103 -2.857
S 1.298 -5.686 1.731
C -0.628 -1.485 1.064
H 0.197 1.932 -1.968
H 1.087 -3.353 1.714
H -1.300 -4.877 0.627
H -0.902 0.571 1.500
C 0.617 -4.132 1.129
H -1.679 -2.763 -0.313
O 2.339 -6.119 0.862
O 0.057 3.382 0.011
C -0.834 4.050 -0.849
H 0.281 -1.535 0.439
H 1.688 3.663 1.172
H -2.407 -2.560 1.247
H 0.622 5.498 -2.652
O 1.965 -5.281 3.125
O 0.277 -6.614 2.048
H -0.271 -1.596 2.092
H -1.278 0.136 -0.150
C -1.459 -2.728 0.750
H -1.368 1.843 -2.273
H 1.516 3.972 -2.680
C -0.625 3.742 -2.337
H 0.510 4.418 -4.045
H 2.282 -4.363 3.057
C 0.577 4.450 -2.957
H 0.979 -4.013 0.119
H 1.247 5.077 0.190
C 1.316 3.983 0.198
H -1.824 3.682 -0.570
H -1.172 -4.232 2.260
C -1.404 -0.184 0.890
C -0.885 -4.078 1.227
H -0.821 5.133 -0.654
H 2.038 3.660 -0.558
N -0.518 2.304 -2.589
*
```

Properties
E_LUMO = 2.7680 eV
E_tot = -1109.9225 a.u.
frontier orbital gap = 4.118 eV
relative energy (zero: lowest compared OMol25 entry of this formula, charge and spin) = 0.0 kcal/mol

natural (NBO) atomic charge list, values in e, 4 entries: 0.18, 2.37, -0.42, 0.36